105
Properties=species:S:1:pos:R:3 method="wB97M-V/def2-TZVPD" orbital_gap_ev=8.9747 max_force_ev_per_a=4.260 e_above_lowest_kcal_mol=0.0 e_tot_ha=-7137.6553 spin_multiplicity=1
C -8.544 22.011 18.364
S -9.826 22.722 19.530
O -11.082 21.824 19.283
C -9.028 22.042 21.078
H -8.609 20.931 18.498
H -7.554 22.433 18.535
H -8.801 22.375 17.369
H -9.100 20.960 20.966
H -9.476 22.415 21.999
H -8.002 22.400 21.003
C -4.251 14.289 14.823
Cl -3.154 14.785 16.197
Cl -5.763 15.177 14.981
Cl -3.465 14.710 13.260
Cl -4.511 12.536 14.856
C -7.471 13.115 20.946
Cl -7.903 11.467 20.550
Cl -7.650 13.233 22.677
Cl -5.830 13.491 20.571
Cl -8.519 14.289 20.170
C -5.748 24.860 24.388
Cl -7.475 25.169 24.776
Cl -5.564 23.828 22.996
Cl -4.896 26.372 24.197
Cl -4.884 23.948 25.662
C -10.020 15.869 17.096
C -10.621 16.170 15.620
C -10.719 14.875 14.920
C -10.959 15.038 13.388
C -9.655 15.236 12.643
C -9.856 15.189 11.113
H -10.012 16.812 17.643
H -8.982 15.540 17.133
H -10.407 15.034 17.679
H -11.615 16.616 15.598
H -9.930 16.869 15.149
H -11.524 14.262 15.324
H -9.760 14.381 15.078
H -11.472 14.122 13.094
H -11.682 15.804 13.111
H -9.213 16.202 12.888
H -8.942 14.432 12.825
H -10.153 14.191 10.789
H -10.428 16.066 10.808
H -8.877 15.375 10.672
C -3.577 21.190 21.529
C -4.243 19.922 20.964
C -5.693 19.999 20.538
C -6.456 18.651 19.950
C -5.668 18.015 18.752
C -6.494 16.756 18.338
H -2.498 21.209 21.379
H -3.848 21.562 22.517
H -3.715 22.076 20.909
H -3.564 19.467 20.244
H -4.200 19.121 21.702
H -5.631 20.724 19.726
H -6.159 20.579 21.334
H -6.596 17.980 20.798
H -7.482 18.860 19.648
H -5.483 18.591 17.845
H -4.655 17.773 19.074
H -6.472 15.955 19.077
H -7.534 17.077 18.281
H -6.334 16.402 17.320
C -0.367 22.867 18.803
C -1.332 23.460 17.682
C -2.423 22.578 17.443
C -1.963 21.190 16.857
C -2.209 20.031 17.972
C -2.152 18.665 17.410
H -0.797 22.678 19.787
H 0.453 23.573 18.933
H -0.094 21.814 18.742
H -1.647 24.464 17.966
H -0.693 23.771 16.855
H -3.172 22.946 16.741
H -2.925 22.510 18.408
H -2.617 21.061 15.995
H -0.989 21.337 16.390
H -1.543 20.214 18.816
H -3.147 20.253 18.481
H -2.973 18.373 16.755
H -1.240 18.503 16.835
H -2.197 17.830 18.108
C 2.311 18.499 26.741
C 1.945 17.402 25.686
C 0.834 18.052 24.722
C 1.323 18.828 23.547
C 0.261 19.456 22.595
C 0.840 20.254 21.358
H 2.701 19.321 26.140
H 3.036 18.141 27.471
H 1.481 18.897 27.324
H 2.912 17.269 25.201
H 1.521 16.504 26.136
H 0.260 18.675 25.408
H 0.114 17.332 24.331
H 1.967 19.633 23.900
H 2.001 18.171 23.002
H -0.327 18.584 22.306
H -0.337 20.101 23.239
H 1.575 20.962 21.743
H 1.323 19.743 20.525
H -0.009 20.761 20.900